[1]
Entry from the OMol25 dataset: a structure of composition C23H27AuN5OSi (ωB97M-V/def2-TZVPD).

Last column: natural (NBO) charge in e.
Element x y z (Å)
Au (-1.11, -0.01, 0.06)  0.697
Si (-4.74, 0.14, 0.09)  1.932
O (-3.16, -0.02, 0.19)  -1.335
N (1.00, -0.06, -0.01)  -0.721
N (-0.95, 2.16, -1.46)  -0.248
N (0.28, 2.09, -2.00)  -0.192
N (0.42, -2.10, 2.15)  -0.192
N (-0.87, -2.00, 1.79)  -0.246
C (3.00, 1.26, 0.41)  -0.244
C (1.45, 2.11, -1.17)  0.152
C (3.82, 2.34, 0.21)  -0.208
C (-5.42, -0.34, -1.60)  -1.139
C (1.77, 1.07, -0.27)  0.172
C (3.59, -2.67, -0.52)  -0.211
C (-5.65, -0.93, 1.34)  -1.139
C (4.36, 4.56, -0.89)  -0.619
C (-5.32, 1.90, 0.40)  -1.139
C (-1.78, 2.25, -2.49)  -0.055
C (-1.56, -2.01, 2.92)  -0.055
C (2.82, -1.53, -0.64)  -0.237
C (-0.70, -2.15, 4.04)  -0.359
C (0.24, 2.17, -3.35)  -0.053
C (3.31, -3.63, 0.44)  -0.065
C (4.11, -4.90, 0.56)  -0.619
C (1.45, -2.23, 1.16)  0.159
C (1.72, -1.24, 0.19)  0.169
C (2.22, -3.38, 1.26)  -0.229
C (-1.08, 2.27, -3.71)  -0.359
C (2.28, 3.21, -1.36)  -0.224
C (3.49, 3.35, -0.69)  -0.072
C (0.56, -2.21, 3.49)  -0.056
H (1.94, -4.10, 2.02)  0.207
H (-6.41, 1.99, 0.36)  0.210
H (-5.10, -1.35, -1.86)  0.226
H (-5.47, -0.58, 2.36)  0.219
H (3.60, -5.74, 0.08)  0.209
H (1.54, -2.28, 3.95)  0.213
H (-6.74, -0.92, 1.17)  0.212
H (4.75, 2.41, 0.77)  0.196
H (4.42, -2.82, -1.21)  0.197
H (-2.84, 2.26, -2.30)  0.212
H (3.98, 5.43, -0.35)  0.208
H (1.95, 3.97, -2.05)  0.207
H (1.15, 2.11, -3.94)  0.213
H (-4.98, 2.24, 1.39)  0.225
H (3.05, -0.81, -1.42)  0.214
H (-4.89, 2.59, -0.34)  0.221
H (4.42, 4.85, -1.95)  0.206
H (4.28, -5.17, 1.60)  0.207
H (5.08, -4.79, 0.08)  0.206
H (5.38, 4.38, -0.54)  0.205
H (-2.63, -1.88, 2.88)  0.218
H (-1.48, 2.33, -4.71)  0.217
H (-0.96, -2.18, 5.08)  0.216
H (-5.31, -1.97, 1.27)  0.225
H (-5.03, 0.33, -2.38)  0.220
H (3.29, 0.50, 1.12)  0.213
H (-6.51, -0.30, -1.62)  0.210

Charge: -1
Lowest unoccupied orbital energy: 2.83 eV
Highest occupied orbital energy: -3.92 eV
M: 614.6 Da
Kohn-Sham gap: 0.2481 Ha
2S+1: 1

=====

[2]
Entry from the OMol25 dataset: a cluster of 2 separate species, C5H11N in total (ωB97M-V/def2-TZVPD).

Last column: natural (NBO) charge in e.
Element x y z (Å)
N (0.18, 0.88, -0.37)  -0.449
C (-0.02, 2.21, 0.26)  -0.063
C (1.59, 0.47, -0.52)  -0.236
C (-0.20, 1.21, 1.04)  -0.080
C (1.80, -0.92, 0.06)  -0.620
C (-2.47, -1.12, -0.28)  -0.867
H (-1.94, -1.65, 0.51)  0.202
H (2.27, 1.20, -0.04)  0.166
H (-3.42, -0.75, 0.13)  0.206
H (1.80, 0.47, -1.59)  0.193
H (-0.07, 3.25, -0.04)  0.231
H (1.73, -0.89, 1.16)  0.199
H (-1.85, -0.30, -0.65)  0.243
H (2.79, -1.31, -0.20)  0.214
H (1.04, -1.61, -0.31)  0.215
H (-0.53, 0.69, 1.92)  0.235
H (-2.70, -1.83, -1.08)  0.210

SMILES string: CCN1C=C1.C
Lowest unoccupied orbital energy: 1.17 eV
Highest occupied orbital energy: -8.30 eV
M: 85.1 Da
Kohn-Sham gap: 0.3478 Ha
2S+1: 1
Relative energy (zero: lowest compared OMol25 entry of this formula, charge and spin): 371.6 kJ/mol

=====

[3]
Entry from the OMol25 dataset: an isolated molecule of C5H8N2O (ωB97M-V/def2-TZVPD).

Last column: natural (NBO) charge in e.
Element x y z (Å)
O (-1.18, 2.11, -0.40)  -0.614
N (-2.02, -1.19, 0.09)  -0.409
N (-2.34, 0.20, 0.23)  -0.461
C (-0.06, -0.24, -0.15)  -0.171
C (-0.73, -1.39, -0.11)  -0.027
C (-1.24, 0.92, -0.23)  0.632
C (1.36, 0.07, -0.52)  -0.437
C (2.19, 0.69, 0.55)  -0.612
H (1.78, 1.72, 0.91)  0.223
H (-0.33, -2.40, -0.34)  0.225
H (3.10, 1.04, 0.07)  0.211
H (1.69, -0.98, -0.84)  0.202
H (-2.66, -1.78, 0.56)  0.394
H (2.44, 0.03, 1.47)  0.210
H (1.32, 0.75, -1.39)  0.225
H (-3.33, 0.45, 0.10)  0.408

SMILES string: CCc1c[nH][nH]c1=O
Lowest unoccupied orbital energy: 0.79 eV
Highest occupied orbital energy: -8.12 eV
M: 112.1 Da
Kohn-Sham gap: 0.3274 Ha
2S+1: 1
Relative energy (zero: lowest compared OMol25 entry of this formula, charge and spin): 210.0 kJ/mol

=====

[4]
Entry from the OMol25 dataset: a structure of composition CH4F2NP (ωB97M-V/def2-TZVPD).

Last column: natural (NBO) charge in e.
Element x y z (Å)
P (-1.69, -0.52, 0.44)  0.722
F (0.17, 1.78, -0.01)  -0.383
F (-3.14, -0.39, -0.59)  -0.591
N (1.34, -0.22, -0.26)  -0.847
C (0.41, 0.49, 0.46)  0.240
H (0.55, 0.55, 1.53)  0.175
H (2.29, -0.07, 0.03)  0.380
H (1.25, -0.06, -1.26)  0.388
H (-1.17, -1.56, -0.35)  -0.084

Lowest unoccupied orbital energy: -0.59 eV
Highest occupied orbital energy: -8.76 eV
M: 99.0 Da
Kohn-Sham gap: 0.3000 Ha
2S+1: 1
Relative energy (zero: lowest compared OMol25 entry of this formula, charge and spin): 326.7 kJ/mol